DFT (ωB97M-V/def2-TZVPD) results for a 2-piece molecular cluster, C3H7FN3 overall at a distorted geometry.

Structure (ORCA input):
```
! RIJCOSX wB97M-V def2-TZVPD def2/J DEFGRID3
* xyz 1 1
C 0.737 0.958 -0.598
C -1.064 -1.493 0.002
C -0.381 1.259 0.110
N 2.006 1.114 0.049
N -0.179 -2.279 -0.160
N -2.321 -1.228 0.036
F -1.635 1.086 -0.517
H 0.715 0.411 -1.513
H -0.445 1.848 1.102
H 2.799 1.431 -0.577
H 1.927 1.741 0.880
H 0.811 -2.293 -0.243
H -2.656 -0.302 -0.081
H -2.962 -1.897 0.572
*
```

Output
**M**: 104.1 u
**DFT total energy**: -382.29315 Ha
**LUMO (alpha / beta)**: -5.4 / -5.4 eV
**Maximum force**: 3.4 eV/A